1.
Formula: C2H6N4O2
Source: the OMol25 dataset
Level of theory: ωB97M-V/def2-TZVPD

Last column: natural (NBO) charge in e.
Element x y z (Å)
H1 -1.12229 -1.73630 -0.85502  0.369
N1 -0.15709 -1.75523 -0.56430  -0.665
C1 0.37280 -0.62558 -0.20358  0.320
N2 1.63603 -0.73385 0.30979  -0.329
O1 2.51853 0.34796 0.24330  -0.560
C2 -0.35389 0.70603 -0.20106  0.331
N3 0.18755 1.82749 -0.34526  -0.642
H2 1.23016 1.68391 -0.39383  0.371
N4 -1.78592 0.61980 -0.18139  -0.329
O2 -2.44029 -0.40789 0.54294  -0.569
H3 2.13590 -1.62534 0.13481  0.394
H4 2.51432 0.76770 1.10942  0.475
H5 -2.29473 1.49638 0.03798  0.377
H6 -2.36663 -0.29705 1.57274  0.456

## Properties
**Maximum force**: 3.22 eV/A
**Calculated total energy**: -12222.4966 eV
**LUMO level**: 0.556 eV
**Gap between HOMO and LUMO**: 9.888 eV
**Net charge**: 0
**SMILES**: [H]/N=C(NO)\C(=N/[H])NO

***

2.
Formula: C21H23N3O3
Source: the OMol25 dataset
Level of theory: ωB97M-V/def2-TZVPD

Last column: natural (NBO) charge in e.
Element x y z (Å)
C1 5.14159 3.35774 -0.62099  -0.709
C2 4.68520 3.19238 0.74059  0.518
O1 5.06401 3.92972 1.61399  -0.537
C3 3.89300 2.10130 1.14536  -0.124
C4 3.41149 1.24213 0.06289  -0.216
C5 2.54159 0.32712 0.69251  0.205
C6 2.30218 0.26556 2.09731  -0.331
C7 2.95030 0.81167 2.95867  -0.083
C8 3.76410 1.88009 2.55811  -0.210
H1 4.10244 2.63607 3.21046  0.247
H2 2.72345 0.66877 4.23821  0.210
H3 1.82659 -0.88342 2.48668  0.230
N1 2.00413 -0.59612 -0.45336  -0.624
C9 0.94942 -1.65160 -0.01196  0.806
O2 1.15586 -2.72430 -0.80566  -0.669
N2 -0.00727 -1.23094 0.85121  -0.526
C10 -0.69532 0.03596 0.91146  -0.024
H4 0.06925 0.82427 1.14758  0.249
C11 -1.63967 0.07728 -0.14908  -0.474
H5 -2.10068 1.24799 0.12220  0.214
H6 -0.86844 0.27800 -1.09147  0.289
C12 -2.62106 -0.77546 -0.22745  0.213
C13 -3.23842 -0.71392 -1.70925  -0.224
C14 -3.39904 -1.60348 -2.59929  -0.114
C15 -3.83260 -1.73004 -3.96302  -0.206
C16 -4.42384 -0.21281 -4.27317  0.037
N3 -4.22435 0.93337 -3.53836  -0.415
C17 -3.71188 0.43231 -2.11925  0.049
H7 -3.60356 1.55168 -1.50063  0.194
H8 -4.87073 0.15988 -5.21044  0.191
H9 -4.06277 -2.34920 -4.64686  0.202
H10 -2.95449 -2.78761 -2.58740  0.206
O3 -3.76230 -0.78282 0.52266  -0.680
H11 -4.16827 0.11747 0.20358  0.481
C18 -1.99140 -2.21091 -0.26390  -0.402
H12 -1.50449 -2.64352 -0.93871  0.228
H13 -2.77100 -3.12054 -0.18819  0.231
C19 -1.21040 -2.15508 1.12443  0.026
C20 -1.71863 -1.87124 2.33332  -0.480
H14 -2.74814 -2.03431 2.47077  0.243
H15 -1.41238 -2.23687 3.12384  0.213
C21 -1.43445 -0.17731 2.54866  -0.300
H16 -2.26746 0.31819 2.38336  0.194
H17 -0.77002 0.02679 3.10282  0.159
H18 -0.53249 -3.38944 1.09144  0.222
H19 2.40225 -0.79722 -1.17876  0.364
H20 3.43237 1.43384 -0.86697  0.206
H21 4.23627 3.56895 -1.41451  0.234
H22 5.95461 3.99160 -0.76181  0.246
H23 5.77299 2.42219 -0.82846  0.238

## Properties
**Maximum force**: 19.51 eV/A
**Calculated total energy**: -32742.1846 eV
**LUMO level**: -0.029 eV
**Gap between HOMO and LUMO**: 8.507 eV
**Net charge**: 0

***

3.
Formula: C43H41AsMoNO4S3Te
Source: the OMol25 dataset
Level of theory: ωB97M-V/def2-TZVPD

Last column: Mulliken spin population.
Element x y z (Å)
Mo1 0.35208 -0.15288 -0.69808  2.066
S1 -0.70275 -0.60351 1.51411  0.016
C1 0.36370 -1.25435 2.75574  -0.018
C2 -0.15311 -1.63575 3.99907  0.010
C3 0.69053 -2.15664 4.96630  -0.005
C4 2.05513 -2.30908 4.72431  0.010
C5 2.57464 -1.92385 3.49990  -0.009
C6 1.72485 -1.39088 2.54013  0.054
As1 2.27575 -0.72479 0.84578  -0.053
C7 3.74603 -1.88683 0.41133  -0.019
C8 5.05188 -1.56601 0.75298  -0.002
C9 6.06479 -2.48897 0.51824  0.001
C10 5.77044 -3.71715 -0.05319  0.000
C11 4.46143 -4.03015 -0.40031  0.006
C12 3.44731 -3.11498 -0.17147  0.028
C13 3.14040 0.96023 1.30319  -0.014
C14 3.05746 1.45006 2.60168  -0.007
C15 3.72634 2.61912 2.94212  0.001
C16 4.47603 3.29520 1.99150  0.000
C17 4.54238 2.81523 0.69031  0.004
C18 3.86331 1.65822 0.33886  -0.003
H1 -1.21303 -1.53359 4.19175  0.000
H2 0.27972 -2.45775 5.92115  0.000
H3 2.70215 -2.72967 5.48156  0.000
H4 3.63332 -2.03677 3.29394  0.001
H5 5.28878 -0.60711 1.19699  0.002
H6 7.08496 -2.24234 0.78154  0.000
H7 6.56302 -4.42946 -0.23943  0.000
H8 4.23165 -4.98325 -0.85723  0.000
H9 2.42978 -3.35338 -0.46050  0.009
H10 2.48602 0.91850 3.35246  0.002
H11 3.66736 2.99315 3.95616  0.000
H12 5.00423 4.20040 2.26226  0.000
H13 5.12184 3.34138 -0.05614  0.000
H14 3.91280 1.29698 -0.68343  -0.005
O1 1.46618 0.65894 -4.65652  -0.001
S2 0.88802 -0.05673 -3.56127  0.016
O2 0.14135 -1.24316 -3.87514  0.003
O3 0.12441 0.85987 -2.60571  -0.002
S3 2.30125 -0.59474 -2.10730  -0.018
C19 -4.75234 7.71344 3.92884  -0.001
C20 -4.17571 6.53585 3.18948  0.019
C21 -4.02784 5.30360 3.80638  -0.006
C22 -3.50305 4.20254 3.13366  -0.017
C23 -3.39277 2.90097 3.90022  0.026
C24 -3.09184 4.35686 1.79968  0.039
Te1 -2.10094 2.59167 0.98246  0.717
N1 -1.41234 1.02801 -0.57290  0.058
C25 -2.05219 0.09886 -1.23839  0.127
O4 -1.39941 -1.03318 -1.34340  -0.008
C26 -3.29215 0.31392 -2.01517  -0.007
C27 -4.33474 1.12472 -1.58411  0.036
C28 -5.43306 1.33476 -2.40271  0.017
C29 -5.48702 0.74326 -3.65891  -0.001
C30 -4.44925 -0.07279 -4.08715  0.001
C31 -3.35658 -0.29962 -3.26400  -0.004
C32 -0.45298 3.69426 0.28690  0.159
C33 -0.29753 4.00549 -1.06554  -0.035
C34 -1.27220 3.65689 -2.15988  -0.015
C35 0.83369 4.73259 -1.43343  -0.015
C36 1.78440 5.14445 -0.51555  -0.001
C37 3.00178 5.91241 -0.95421  0.001
C38 1.59657 4.81577 0.82211  0.003
C39 0.49415 4.08734 1.24650  -0.141
C40 0.36007 3.76204 2.71278  0.068
C41 -3.27313 5.58011 1.14360  -0.066
C42 -2.91895 5.79421 -0.30339  0.038
C43 -3.80036 6.64966 1.85712  -0.012
H15 -4.92959 7.47481 4.97624  0.000
H16 -5.70158 8.02357 3.48905  0.002
H17 -4.07909 8.57052 3.88533  0.001
H18 -4.33460 5.18728 4.84009  0.003
H19 -3.85978 3.00599 4.87806  0.002
H20 -2.35354 2.60472 4.05868  -0.007
H21 -3.88751 2.07321 3.38916  -0.003
H22 -4.30984 1.58214 -0.60151  -0.025
H23 -6.24826 1.95722 -2.05875  0.001
H24 -6.34103 0.91640 -4.30029  0.000
H25 -4.48934 -0.53507 -5.06416  0.000
H26 -2.53659 -0.93358 -3.57906  -0.001
H27 -2.23508 3.30392 -1.79139  -0.002
H28 -0.86842 2.86785 -2.79027  0.010
H29 -1.44656 4.53887 -2.77858  0.004
H30 0.96111 4.98602 -2.48042  0.000
H31 2.80989 6.46819 -1.87111  0.000
H32 3.83365 5.23426 -1.15035  0.000
H33 3.32414 6.61542 -0.18621  0.000
H34 2.32820 5.13173 1.55734  0.000
H35 1.24707 4.08745 3.25418  0.003
H36 0.24814 2.68614 2.87612  -0.020
H37 -0.50668 4.26040 3.15317  -0.015
H38 -3.15870 4.91988 -0.90791  -0.006
H39 -1.85307 5.99746 -0.42706  0.002
H40 -3.47278 6.64031 -0.70693  0.002
H41 -3.93215 7.59938 1.34931  0.000

## Properties
**Multiplicity**: 4
**Maximum force**: 1.57 eV/A
**Calculated total energy**: -157429.4458 eV
**LUMO level (alpha / beta)**: -0.591 / -2.008 eV
**Gap between HOMO and LUMO (alpha / beta)**: 7.036 / 5.990 eV
**Net charge**: 0

***

4.
Formula: C12H12P2
Source: the OMol25 dataset
Level of theory: ωB97M-V/def2-TZVPD

Last column: natural (NBO) charge in e.
Element x y z (Å)
C1 -3.05402 -1.97997 0.59566  -0.184
C2 -3.75592 -0.80304 0.66186  -0.242
C3 -1.63085 -1.96343 0.67302  -0.268
C4 -3.05063 0.36453 0.85931  -0.170
C5 -1.07107 -0.82321 0.93104  0.093
C6 -1.62358 0.43416 0.87215  -0.389
C7 2.31307 1.37142 0.88818  -0.207
C8 3.31991 0.46622 0.93246  -0.502
C9 0.90794 -0.41305 0.99066  -0.241
C10 0.92068 0.93037 0.91353  -0.469
C11 -0.78784 2.75602 -0.54737  -0.911
C12 2.74733 -2.03105 -0.47510  -0.884
P1 -0.58670 1.85932 1.09817  0.878
P2 2.55288 -1.19798 1.19947  0.780
H1 -3.40569 -3.06970 0.47874  0.221
H2 -4.87609 -0.89097 0.69958  0.227
H3 -1.19155 -3.05756 0.65374  0.233
H4 -3.57683 1.25266 0.82055  0.204
H5 2.62434 2.41070 0.77036  0.209
H6 4.38694 0.75072 0.82308  0.238
H7 -0.66328 2.35415 -1.49871  0.227
H8 -0.05504 3.57024 -0.64214  0.234
H9 -1.85699 3.20922 -0.33326  0.228
H10 1.99786 -2.70636 -0.54456  0.220
H11 3.63061 -2.67074 -0.38468  0.235
H12 2.57011 -1.27741 -1.31546  0.241

## Properties
**Maximum force**: 8.52 eV/A
**Calculated total energy**: -31211.7585 eV
**LUMO level**: 0.468 eV
**Gap between HOMO and LUMO**: 8.713 eV
**Net charge**: 0